(1)
Formula: C33H25OsPSe3Te
Source: the Open Molecules 2025 dataset
Level of theory: ωB97M-V/def2-TZVPD

Each line ends with the Mulliken charge.
Atoms and positions in Å:
Os (-1.5540, -1.2438, -1.2194)  1.01
Se (-2.3012, -2.3264, -3.1987)  -0.33
Se (-3.0759, -4.4099, -2.4816)  -0.15
Te (-1.9580, -4.7959, -0.2201)  -0.05
Se (-2.1514, -2.5419, 0.8283)  -0.23
C (0.2298, 4.5222, -1.9200)  -0.53
C (-0.9646, 4.6819, -1.2256)  -0.73
C (-1.6477, 3.5733, -0.7546)  -0.12
C (-1.1383, 2.2976, -0.9856)  0.23
C (0.0509, 2.1382, -1.6915)  -0.27
C (0.7366, 3.2537, -2.1548)  -0.61
P (-1.9757, 0.8266, -0.3311)  0.56
C (-3.7165, 0.9747, -0.8457)  0.02
C (-4.0421, 1.5920, -2.0531)  -0.57
C (-5.3530, 1.5842, -2.5021)  -0.65
C (-6.3389, 0.9518, -1.7574)  -0.47
C (-6.0123, 0.3013, -0.5760)  -0.76
C (-4.7027, 0.3054, -0.1208)  -0.27
C (-1.9677, 1.1328, 1.4631)  0.55
C (-0.8984, 0.5944, 2.1783)  -0.37
C (-0.7783, 0.8456, 3.5369)  -0.72
C (-1.7140, 1.6455, 4.1777)  -0.50
C (-2.7798, 2.1818, 3.4677)  -0.79
C (-2.9163, 1.9181, 2.1123)  -0.12
H (0.7635, 5.3927, -2.2796)  0.39
H (-1.3619, 5.6734, -1.0514)  0.42
H (-2.5792, 3.6959, -0.2151)  0.33
H (0.4204, 1.1361, -1.8763)  0.34
H (1.6646, 3.1313, -2.6993)  0.46
H (-3.2643, 2.0683, -2.6374)  0.42
H (-5.6026, 2.0642, -3.4398)  0.42
H (-7.3631, 0.9515, -2.1083)  0.40
H (-6.7760, -0.2194, -0.0132)  0.42
H (-4.4368, -0.2177, 0.7901)  0.45
H (-0.1763, -0.0286, 1.6606)  0.30
H (0.0442, 0.4201, 4.0978)  0.45
H (-1.6131, 1.8505, 5.2362)  0.39
H (-3.5076, 2.8036, 3.9739)  0.42
H (-3.7693, 2.3083, 1.5704)  0.38
C (0.3275, -1.2934, -0.8665)  -1.33
C (1.4825, -1.5906, -0.4824)  1.40
C (2.7612, -1.8332, -0.1101)  -0.18
C (3.5814, -0.7075, 0.3642)  0.35
C (4.6948, -0.9034, 1.1910)  -0.24
C (5.4440, 0.1720, 1.6409)  -0.80
C (5.0887, 1.4683, 1.3004)  -0.43
C (3.9657, 1.6821, 0.5092)  -0.64
C (3.2223, 0.6120, 0.0500)  -0.15
C (3.2386, -3.2208, -0.1879)  0.20
C (2.3236, -4.2742, -0.0646)  -0.31
C (2.7412, -5.5888, -0.1494)  -0.54
C (4.0808, -5.8839, -0.3731)  -0.43
C (4.9941, -4.8509, -0.5270)  -0.72
C (4.5792, -3.5318, -0.4424)  -0.24
H (4.9495, -1.9054, 1.5079)  0.61
H (6.3095, -0.0041, 2.2675)  0.39
H (5.6755, 2.3070, 1.6526)  0.39
H (3.6762, 2.6928, 0.2471)  0.45
H (2.3529, 0.7770, -0.5730)  0.25
H (1.2811, -4.0400, 0.1156)  0.11
H (2.0237, -6.3915, -0.0353)  0.39
H (4.4074, -6.9147, -0.4322)  0.38
H (6.0355, -5.0755, -0.7213)  0.38
H (5.2904, -2.7351, -0.6158)  0.60

Atomic forces in eV per Å
Os 3.01 0.01 2.10
Se -0.11 -0.29 -1.37
Se -0.37 -0.06 0.42
Te 0.26 0.01 -0.27
Se -0.13 0.96 -0.71
C 0.00 0.00 0.01
C -0.01 -0.01 0.01
C 0.01 0.00 -0.01
C 0.23 -0.31 -0.21
C -0.12 0.03 0.02
C 0.04 0.00 -0.01
P -0.72 -0.86 0.17
C 0.02 0.24 0.06
C -0.04 0.00 0.15
C 0.05 0.01 -0.04
C -0.04 -0.04 -0.04
C 0.02 -0.02 0.01
C 0.03 0.08 -0.03
C 0.17 -0.09 -0.09
C -0.10 0.03 0.01
C 0.03 0.03 0.01
C 0.02 0.02 0.01
C -0.02 -0.03 0.01
C 0.03 0.01 0.07
H -0.01 -0.01 -0.01
H 0.00 0.00 0.00
H 0.02 0.02 0.01
H 0.05 0.04 -0.02
H -0.01 -0.01 0.00
H -0.05 0.04 -0.02
H -0.01 0.01 0.02
H 0.01 -0.01 0.00
H 0.00 0.01 0.01
H -0.05 0.00 0.01
H 0.01 -0.02 0.05
H 0.00 0.00 -0.04
H -0.02 -0.01 -0.02
H -0.01 -0.03 -0.02
H 0.04 0.04 -0.02
C -3.02 0.05 -0.15
C 1.51 0.04 0.01
C -1.24 0.27 -0.32
C 0.39 0.31 0.18
C -0.20 -0.08 -0.09
C 0.05 0.05 0.07
C -0.04 -0.06 -0.04
C 0.04 0.07 0.01
C 0.05 -0.22 -0.10
C 0.25 -0.41 0.09
C 0.03 0.15 0.13
C 0.05 -0.05 -0.01
C -0.02 0.03 0.02
C 0.01 -0.08 -0.04
C -0.11 0.11 -0.04
H 0.06 0.02 -0.02
H -0.04 -0.01 0.02
H 0.00 -0.01 0.00
H -0.03 -0.04 -0.01
H 0.01 0.03 0.01
H 0.00 -0.03 -0.02
H -0.03 0.04 -0.01
H 0.00 0.03 0.00
H -0.02 0.02 -0.02
H 0.02 -0.01 0.06

## Properties
- ΔE to the lowest compared entry with this formula, charge and spin (kcal per mole) = 29.6
- LUMO energy (spin up / spin down) (eV) = -1.49 / -1.49
- HOMO energy (spin up / spin down) (eV) = -6.67 / -6.67
- E (eV) = -249714.1726
- HOMO-LUMO gap (spin up / spin down) (eV) = 5.179 / 5.179



(2)
Formula: CH4N3OS
Source: the Open Molecules 2025 dataset
Level of theory: ωB97M-V/def2-TZVPD

Each line ends with the Mulliken charge.
Atoms and positions in Å:
C (0.9821, -0.7273, 1.0263)  0.43
N (0.9221, 0.1887, -0.0960)  -0.29
N (-0.0357, -1.6027, 0.9244)  -0.16
N (-0.3704, 0.2681, -0.6696)  -0.25
O (1.7424, -0.6494, 1.9349)  -0.40
S (-1.2208, -1.4181, -0.2019)  0.23
H (1.5957, -0.1412, -0.7978)  0.31
H (-0.2669, -1.9412, 1.8062)  0.32
H (-0.8275, 1.0022, -0.2558)  0.35
H (-0.4012, 0.2542, -1.8261)  0.47

Atomic forces in eV per Å
C 0.66 0.94 0.51
N 1.06 0.51 -1.15
N -0.04 -0.80 -0.46
N 0.95 -4.34 -3.77
O 0.11 0.05 -0.69
S -0.21 1.03 -1.17
H -0.14 0.43 0.14
H -0.95 -0.89 1.87
H -1.72 2.56 0.91
H 0.26 0.49 3.81

## Properties
- SMILES = O=C1N[NH2+]SN1
- ΔE to the lowest compared entry with this formula, charge and spin (kcal per mole) = 49.5
- LUMO energy (eV) = -6.02
- HOMO energy (eV) = -14.54
- total charge = +1
- E (eV) = -18444.9073
- HOMO-LUMO gap (eV) = 8.520



(3)
Formula: FH3NOPS
Source: the Open Molecules 2025 dataset
Level of theory: ωB97M-V/def2-TZVPD

Each line ends with the Mulliken charge.
Atoms and positions in Å:
N (-2.8625, -1.2712, 1.1541)  -0.54
O (0.3889, 0.4630, -0.8753)  -0.61
F (-4.4873, -1.5715, -0.6188)  -0.24
P (-3.7939, -0.3789, 0.3042)  0.77
S (-4.3870, 1.4598, -0.1182)  -0.26
H (-2.3867, -0.7693, 1.9799)  0.28
H (0.9017, 1.1962, -1.2029)  0.31
H (1.0241, -0.0812, -0.5016)  0.30

Atomic forces in eV per Å
N 0.51 1.94 1.82
O -1.88 1.36 -0.94
F 0.77 2.43 1.05
P -1.20 -1.05 -1.68
S 0.78 -2.47 0.63
H -0.82 -0.86 -1.83
H 0.06 0.51 -0.27
H 1.78 -1.88 1.22

## Properties
- ΔE to the lowest compared entry with this formula, charge and spin (kcal per mole) = 65.4
- LUMO energy (eV) = -0.28
- HOMO energy (eV) = -10.18
- E (eV) = -26427.9494
- HOMO-LUMO gap (eV) = 9.895



(4)
Formula: C3H16O4
Source: the Open Molecules 2025 dataset
Level of theory: ωB97M-V/def2-TZVPD

Each line ends with the Mulliken charge.
Atoms and positions in Å:
C (0.3917, 0.4242, 0.9452)  -0.84
C (1.1285, 1.2112, -0.1505)  -0.03
C (2.6273, 0.8751, -0.2836)  -1.31
H (-0.3331, -0.2921, 0.5662)  0.13
H (-0.0970, 1.1027, 1.6453)  0.32
H (1.1150, -0.1000, 1.5811)  0.32
H (1.0760, 2.2778, -0.0104)  0.28
H (0.6480, 0.9880, -1.0871)  0.14
H (2.8241, -0.2025, -0.3232)  0.34
H (2.8960, 1.1695, -1.3001)  0.36
H (3.1922, 1.3341, 0.5198)  0.35
H (-2.0085, -1.2219, 2.0296)  0.38
H (-2.6850, -2.5582, 1.5319)  0.30
O (-2.1410, -1.8127, 1.2722)  -0.66
H (-1.2165, 1.9557, -2.9575)  0.30
H (-0.9833, 0.6184, -3.6466)  0.31
O (-0.7343, 1.5505, -3.6809)  -0.65
H (-0.3142, -1.7904, -3.1490)  0.32
H (-1.3293, -1.9293, -1.9652)  0.31
O (-1.1031, -1.4172, -2.7507)  -0.63
H (-0.9403, -1.4370, 3.5374)  0.33
H (-0.6148, -0.1653, 4.0378)  0.31
O (-1.3982, -0.5806, 3.6382)  -0.68

Atomic forces in eV per Å
C 0.55 0.54 0.67
C 0.46 -0.94 0.21
C -0.92 -0.57 -0.83
H 0.05 0.04 -0.02
H -0.37 -0.01 -0.14
H -0.03 -0.21 -0.19
H -0.30 0.44 0.17
H -0.18 0.06 -0.53
H -0.20 0.01 0.48
H 0.62 0.61 0.32
H 0.37 0.09 -0.18
H -0.35 -0.12 -0.19
H -0.11 0.13 0.27
O 0.26 -0.03 -0.43
H -0.06 0.01 0.09
H -0.03 0.00 0.18
O 0.08 -0.06 -0.18
H 0.06 -0.24 0.21
H 0.23 0.04 -0.12
O -0.26 0.28 -0.09
H -0.81 -0.18 -0.20
H -0.63 0.90 -0.07
O 1.59 -0.77 0.59

## Properties
- SMILES = CCC.O.O.O.O
- ΔE to the lowest compared entry with this formula, charge and spin (kcal per mole) = 16.6
- LUMO energy (eV) = 0.41
- HOMO energy (eV) = -10.88
- E (eV) = -11560.2241
- HOMO-LUMO gap (eV) = 11.292



(5)
Formula: C4H11N2O
Source: the Open Molecules 2025 dataset
Level of theory: ωB97M-V/def2-TZVPD

Each line ends with the Mulliken charge.
Atoms and positions in Å:
C (-2.2586, -0.3421, -0.1503)  -0.39
C (-1.5780, -0.9216, 0.8359)  0.02
N (-2.1776, -1.3644, 2.0582)  -0.59
N (-1.7390, -0.1144, -1.4275)  -0.59
H (-3.2822, -0.0100, 0.0098)  0.27
H (-0.5049, -1.0309, 0.7319)  0.18
H (-1.5416, -1.9456, 2.5807)  0.24
H (-3.0304, -1.8818, 1.9114)  0.21
H (-0.6975, -0.0878, -1.4373)  0.50
H (-2.1261, 0.7191, -1.8477)  0.19
C (1.7945, 0.4719, -0.0823)  -0.22
O (0.9728, -0.0821, -0.9976)  -0.92
C (2.9488, 1.2787, -0.7157)  -1.18
H (2.2794, -0.2808, 0.5903)  0.18
H (1.2712, 1.1837, 0.6086)  0.19
H (3.6208, 1.7069, 0.0391)  0.37
H (2.5297, 2.0804, -1.3293)  0.29
H (3.5188, 0.6206, -1.3784)  0.26

Atomic forces in eV per Å
C 0.17 0.15 0.04
C -0.04 -0.01 -0.04
N 0.00 0.27 0.30
N -0.22 0.21 -0.28
H -0.19 -0.32 -0.05
H 0.02 -0.23 -0.10
H 0.00 -0.02 0.01
H 0.00 -0.06 -0.08
H 0.12 0.04 0.29
H 0.09 0.03 0.03
C -0.09 0.17 -0.17
O 0.08 -0.16 -0.14
C -0.08 -0.13 -0.03
H 0.01 -0.01 0.09
H 0.03 -0.04 0.09
H 0.03 0.03 0.01
H 0.02 0.04 0.01
H 0.04 0.02 0.02

## Properties
- ΔE to the lowest compared entry with this formula, charge and spin (kcal per mole) = 27.1
- LUMO energy (eV) = 4.18
- HOMO energy (eV) = -2.75
- total charge = -1
- E (eV) = -9353.3147
- HOMO-LUMO gap (eV) = 6.936



(6)
Formula: C15H37B3N2O9
Source: the Open Molecules 2025 dataset
Level of theory: ωB97M-V/def2-TZVPD

Each line ends with the Mulliken charge.
Atoms and positions in Å:
O (4.2681, -7.8763, 0.0300)  -0.53
C (4.3640, -6.9991, 0.8622)  0.19
O (4.8496, -5.7851, 0.5731)  -0.36
C (4.7384, -4.8052, 1.6061)  -0.91
C (3.5968, -3.8410, 1.2941)  -0.32
B (2.2033, -4.4033, 1.7400)  0.61
O (1.0513, -4.0570, 1.0297)  -0.32
B (0.5468, -5.2293, 0.5060)  0.46
O (0.2631, -6.2253, 1.4253)  -0.48
B (1.2236, -6.3685, 2.3982)  0.57
O (2.0202, -5.3040, 2.7762)  -0.52
H (4.0954, -7.1762, 1.9084)  0.40
H (5.6605, -4.2475, 1.5911)  0.37
H (4.6336, -5.2546, 2.5829)  0.44
H (3.7998, -2.8599, 1.6959)  0.31
H (3.5695, -3.7521, 0.2182)  0.31
H (0.4614, -5.4175, -0.6604)  -0.10
H (1.3647, -7.4449, 2.8772)  -0.12
C (2.8422, 3.2892, -2.5374)  -0.70
O (2.9719, 3.3881, -1.1316)  -0.37
C (1.7479, 3.6340, -0.4516)  -0.65
C (1.3478, 2.4403, 0.3872)  -0.39
N (0.9558, 1.3139, -0.4512)  0.02
C (0.7769, 0.0609, 0.2778)  -1.08
C (1.9977, -0.5578, 0.9473)  -0.06
O (2.9804, -1.0265, 0.0422)  -0.35
C (3.9219, -0.0573, -0.3871)  -0.71
H (3.8459, 3.2331, -2.9544)  0.25
H (2.2912, 2.3897, -2.8337)  0.29
H (2.3414, 4.1692, -2.9507)  0.34
H (0.9541, 3.9044, -1.1531)  0.24
H (1.9125, 4.4871, 0.2127)  0.41
H (0.5035, 2.7192, 1.0250)  0.38
H (2.1984, 2.1955, 1.0377)  0.23
H (1.6603, 1.1727, -1.1623)  0.06
H (0.3881, -0.6725, -0.4327)  0.41
H (0.0001, 0.2080, 1.0352)  0.32
H (1.6480, -1.4416, 1.4874)  0.14
H (2.4501, 0.1045, 1.6955)  0.39
H (4.1151, 0.6939, 0.3821)  0.36
H (3.5985, 0.4359, -1.3074)  0.19
H (4.8541, -0.5789, -0.6068)  0.31
C (-7.1805, 2.2616, -0.0796)  -0.72
O (-6.0943, 2.6213, 0.7518)  -0.35
C (-5.2572, 1.5321, 1.1200)  -0.88
C (-3.8891, 1.6634, 0.4882)  -0.02
N (-3.9506, 1.4589, -0.9526)  -0.34
C (-2.7141, 1.7863, -1.6595)  -0.57
C (-2.2574, 3.2417, -1.6467)  -0.19
O (-3.1065, 4.1168, -2.3669)  -0.46
C (-4.2061, 4.6370, -1.6429)  -0.59
H (-7.8149, 3.1397, -0.1856)  0.24
H (-6.8461, 1.9512, -1.0754)  0.30
H (-7.7710, 1.4568, 0.3678)  0.34
H (-5.7176, 0.5751, 0.8609)  0.42
H (-5.1439, 1.5665, 2.2075)  0.37
H (-3.2225, 0.9130, 0.9240)  0.29
H (-3.4994, 2.6570, 0.7502)  0.18
H (-4.6973, 2.0254, -1.3304)  0.11
H (-2.8539, 1.4938, -2.7027)  0.37
H (-1.9071, 1.1629, -1.2631)  0.17
H (-1.2933, 3.2789, -2.1602)  0.21
H (-2.0784, 3.6200, -0.6327)  0.31
H (-3.9766, 4.7557, -0.5812)  0.27
H (-5.0949, 4.0098, -1.7558)  0.20
H (-4.4410, 5.6169, -2.0591)  0.29

Atomic forces in eV per Å
O 0.08 1.19 0.97
C 0.17 -1.49 -1.48
O -0.36 -0.40 0.28
C 0.13 1.01 -0.04
C -0.14 -1.19 0.30
B -0.47 1.30 0.44
O 0.82 -0.29 -0.78
B -0.86 0.27 0.34
O 0.64 -0.31 -0.63
B -0.70 -0.40 0.75
O 0.66 -0.59 -0.63
H -0.06 0.27 0.27
H 0.48 -0.02 -0.01
H -0.03 -0.36 0.27
H 0.01 0.37 0.14
H -0.06 0.42 -0.38
H -0.33 0.08 -0.04
H 0.03 0.08 0.26
C 0.08 0.00 0.09
O -0.08 -0.07 -0.19
C 0.09 0.15 0.25
C 0.05 -0.15 -0.18
N 0.02 0.01 0.19
C -0.09 0.02 -0.25
C -0.13 -0.19 0.17
O 0.06 0.22 0.04
C 0.02 -0.22 -0.12
H 0.02 0.00 0.03
H -0.06 0.06 -0.05
H -0.04 -0.02 -0.03
H -0.01 -0.08 -0.05
H -0.02 0.02 -0.02
H -0.01 -0.03 0.02
H -0.03 0.11 0.10
H 0.02 0.02 -0.06
H -0.01 -0.05 0.04
H 0.02 0.03 0.04
H -0.01 -0.02 -0.02
H 0.04 0.10 -0.10
H -0.05 0.05 0.00
H 0.02 0.13 0.05
H -0.01 -0.03 0.03
C 0.06 0.10 0.05
O -0.10 -0.09 -0.15
C 0.12 0.09 0.27
C -0.07 0.06 -0.22
N 0.10 0.06 0.10
C -0.15 -0.10 -0.03
C 0.26 -0.12 -0.17
O -0.05 0.06 0.15
C 0.02 0.05 -0.21
H 0.02 0.03 0.02
H -0.05 -0.09 0.01
H -0.01 -0.04 -0.04
H -0.01 0.00 -0.10
H -0.02 -0.03 0.00
H 0.03 0.01 -0.01
H 0.04 -0.04 0.14
H -0.06 0.01 -0.02
H 0.04 0.02 -0.02
H 0.04 0.06 0.05
H 0.01 -0.01 -0.01
H -0.15 0.00 0.04
H -0.01 -0.06 0.04
H -0.03 0.00 0.13
H 0.03 0.01 -0.01

## Properties
- LUMO energy (eV) = 0.41
- HOMO energy (eV) = -8.63
- E (eV) = -39595.2644
- HOMO-LUMO gap (eV) = 9.044



> Number 3 is which compound?

FH3NOPS



> Among the records above, which one has the highest E?

C4H11N2O